[1]
Density functional theory data (ωB97M-V/def2-TZVPD) for the molecule C3H3F3O in a non-equilibrium geometry.

The HOMO-LUMO gap comes out at 11.073 eV. Its energy above the lowest of the compared OMol25 structures with the same formula, charge and spin is 196.36 kJ/mol. Its SMILES is O[C@]1(F)CC1(F)F. Its HOMO energy is -10.34 eV. Its total charge is 0.

XYZ file:
```
10
Properties=species:S:1:pos:R:3:forces:R:3:nbo_charge:R:1
O -0.732 -0.620 -1.568 -0.90 -1.18 1.16 -0.678
C -0.305 -0.463 -0.257 1.96 -1.39 -1.00 0.559
F -0.227 -1.742 0.319 -0.08 1.13 -0.15 -0.347
C -0.438 0.659 0.724 -0.11 -0.76 0.60 -0.536
C 0.868 0.468 -0.003 -0.19 0.42 1.10 0.614
F 1.452 1.296 -0.914 -1.36 -0.52 0.23 -0.306
F 1.798 0.205 0.908 1.49 -1.16 0.33 -0.318
H -1.016 -1.583 -1.561 0.27 1.61 -0.40 0.502
H -0.988 1.533 0.568 -1.21 1.00 -0.37 0.243
H -0.412 0.246 1.784 0.12 0.84 -1.51 0.267
```
Positions in Å, forces in eV/Å.

[2]
Density functional theory data (ωB97M-V/def2-TZVPD) for a cluster of 2 separate species, C3H3F5O in total in a non-equilibrium geometry.

The HOMO-LUMO gap comes out at 12.411 eV. Its SMILES is O=C(F)CF.FC(F)F. Its HOMO energy is -11.94 eV. Its total charge is 0.

XYZ file:
```
12
Properties=species:S:1:pos:R:3:forces:R:3:nbo_charge:R:1
O -0.834 0.160 1.596 -0.19 1.50 1.19 -0.515
C -1.404 -0.477 0.795 2.56 -1.04 0.46 0.817
F -1.150 -1.789 0.791 -0.80 -0.69 -0.28 -0.317
C -2.004 0.015 -0.429 -1.06 -0.39 -2.65 -0.091
F -2.737 -1.002 -1.035 0.36 -0.63 -0.45 -0.355
H -2.845 0.680 -0.252 0.98 1.26 0.21 0.225
H -1.131 0.300 -1.159 -1.77 0.01 1.48 0.235
F 1.603 0.583 -1.078 -0.62 -0.09 -0.21 -0.341
C 2.389 0.440 -0.005 -0.10 1.38 0.33 0.866
F 3.614 0.716 -0.389 1.54 0.20 -0.56 -0.326
F 2.358 -0.803 0.395 -0.40 -1.00 0.46 -0.310
H 2.141 1.177 0.769 -0.51 -0.50 0.03 0.112
```
Positions in Å, forces in eV/Å.

[3]
Density functional theory data (ωB97M-V/def2-TZVPD) for the ion C3H3F5O2P with charge -1 in a non-equilibrium geometry.

The HOMO-LUMO gap comes out at 9.501 eV. Its energy above the lowest of the compared OMol25 structures with the same formula, charge and spin is 0.00 kJ/mol. Its SMILES is CC(F)(F)[P@@](=O)([O-])C(F)(F)F. Its HOMO energy is -5.48 eV. Its total charge is -1.

XYZ file:
```
14
Properties=species:S:1:pos:R:3:forces:R:3:nbo_charge:R:1
C 1.431 1.447 -0.637 0.30 -4.28 -0.25 -0.687
C 0.752 0.498 0.371 -0.62 -0.25 -1.72 0.408
F 1.523 -0.670 0.655 -0.36 1.48 -0.26 -0.394
F 0.702 1.228 1.530 -0.48 -0.68 0.48 -0.371
P -0.936 -0.214 -0.581 2.41 0.01 0.29 2.012
O -1.990 0.805 -0.469 -0.39 0.50 -0.13 -1.125
O -0.444 -0.885 -1.830 -0.37 0.71 0.91 -1.121
C -1.331 -1.526 0.671 -0.38 -0.57 -1.99 0.644
F -2.661 -1.833 0.497 0.00 0.42 1.19 -0.357
F -0.989 -1.116 1.871 -0.88 0.32 1.57 -0.324
F -0.742 -2.713 0.524 0.75 -0.74 -0.25 -0.339
H 1.007 1.190 -1.606 0.90 -0.27 -0.42 0.237
H 1.177 2.403 -0.501 -1.32 3.63 1.12 0.211
H 2.500 1.384 -0.496 0.44 -0.29 -0.54 0.205
```
Positions in Å, forces in eV/Å.

[4]
Density functional theory data (ωB97M-V/def2-TZVPD) for the molecule C3H3F6OP in a non-equilibrium geometry.

The HOMO-LUMO gap (alpha / beta) comes out at 6.521 / 7.010 eV. Its energy above the lowest of the compared OMol25 structures with the same formula, charge and spin is 89.18 kJ/mol. Its HOMO energy (alpha / beta) is -6.22 / -10.79 eV. As for the spin multiplicity: 3. Its total charge is 0.

XYZ file:
```
14
Properties=species:S:1:pos:R:3:forces:R:3:nbo_charge:R:1
C -1.459 -0.464 0.126 -5.44 -1.08 -2.13 -0.232
C 1.206 -1.268 -0.014 0.42 -0.15 -1.62 0.683
C 0.870 1.564 -0.045 -0.97 -0.05 -1.03 0.707
O -2.658 0.308 -0.085 2.50 -1.23 -0.92 -0.635
F 1.649 -0.813 -1.206 -0.77 0.32 -0.66 -0.334
F 2.307 -1.730 0.508 1.13 -0.87 1.89 -0.309
F 0.430 -2.357 -0.290 -0.08 0.13 0.24 -0.346
F 0.542 1.484 -1.386 -0.15 0.13 1.31 -0.337
F 0.234 2.614 0.492 -1.12 0.42 0.02 -0.336
F 2.123 1.922 0.014 1.79 -0.35 -0.16 -0.309
P 0.428 0.070 1.023 3.12 1.07 1.56 0.540
H -1.149 -1.004 -0.842 -0.65 1.18 1.39 0.228
H -1.595 -1.125 1.019 0.24 0.47 -0.71 0.192
H -2.927 0.799 0.687 -0.01 0.01 0.80 0.486
```
Positions in Å, forces in eV/Å.

> Which value of total charge does entry 1 give?

0

Repeat the second record exactly.
Density functional theory data (ωB97M-V/def2-TZVPD) for a cluster of 2 separate species, C3H3F5O in total in a non-equilibrium geometry.

The HOMO-LUMO gap comes out at 12.411 eV. Its SMILES is O=C(F)CF.FC(F)F. Its HOMO energy is -11.94 eV. Its total charge is 0.

XYZ file:
```
12
Properties=species:S:1:pos:R:3:forces:R:3:nbo_charge:R:1
O -0.834 0.160 1.596 -0.19 1.50 1.19 -0.515
C -1.404 -0.477 0.795 2.56 -1.04 0.46 0.817
F -1.150 -1.789 0.791 -0.80 -0.69 -0.28 -0.317
C -2.004 0.015 -0.429 -1.06 -0.39 -2.65 -0.091
F -2.737 -1.002 -1.035 0.36 -0.63 -0.45 -0.355
H -2.845 0.680 -0.252 0.98 1.26 0.21 0.225
H -1.131 0.300 -1.159 -1.77 0.01 1.48 0.235
F 1.603 0.583 -1.078 -0.62 -0.09 -0.21 -0.341
C 2.389 0.440 -0.005 -0.10 1.38 0.33 0.866
F 3.614 0.716 -0.389 1.54 0.20 -0.56 -0.326
F 2.358 -0.803 0.395 -0.40 -1.00 0.46 -0.310
H 2.141 1.177 0.769 -0.51 -0.50 0.03 0.112
```
Positions in Å, forces in eV/Å.

> Look up the total charge of the fourth one.

0

> The lowest total charge belongs to which entry?

C3H3F5O2P